Density functional theory data (ωB97M-V/def2-TZVPD) for C18H22ClN2NaO5Si as an isolated structure.

The geometry in XYZ format:
```
50
Properties=species:S:1:pos:R:3:nbo_charge:R:1
Na 0.25 1.14 -1.58 0.90
C -0.55 -0.72 -5.06 -0.63
C -1.30 -1.20 -3.85 0.25
C -2.06 -2.37 -3.90 -0.41
C -2.72 -2.74 -2.73 -0.15
C -2.63 -1.96 -1.60 -0.36
C -1.86 -0.75 -1.61 0.43
N -1.21 -0.43 -2.77 -0.57
N -1.72 0.08 -0.60 -1.14
Si -2.26 0.00 1.00 1.80
C -1.91 1.64 1.87 -1.13
C -4.15 -0.23 1.20 -1.12
C -1.40 -1.36 1.99 -1.13
H -0.37 -1.54 -5.76 0.19
H 0.40 -0.29 -4.76 0.23
H -1.12 0.05 -5.58 0.21
H -2.09 -2.97 -4.80 0.19
H -3.31 -3.65 -2.69 0.18
H -3.14 -2.26 -0.69 0.19
H -2.23 2.48 1.24 0.24
H -0.84 1.75 2.04 0.26
H -2.44 1.70 2.82 0.20
H -4.65 0.60 0.70 0.22
H -4.44 -0.22 2.25 0.21
H -4.53 -1.16 0.76 0.21
H -0.32 -1.20 1.92 0.24
H -1.61 -2.36 1.59 0.22
H -1.67 -1.35 3.05 0.21
O 1.47 1.05 1.31 -0.72
C 2.25 0.21 2.00 0.43
C 2.49 0.44 3.36 -0.33
C 3.29 -0.43 4.08 -0.20
C 3.87 -1.54 3.46 -0.30
C 3.62 -1.77 2.11 -0.15
C 2.82 -0.92 1.37 -0.27
C 2.55 -1.19 -0.11 0.79
O 3.11 -2.16 -0.63 -0.71
O 1.75 -0.38 -0.67 -0.80
H 1.47 0.59 0.38 0.49
H 2.04 1.30 3.82 0.21
H 3.47 -0.24 5.13 0.19
H 4.49 -2.22 4.03 0.19
H 4.04 -2.62 1.59 0.23
Cl 1.89 6.21 -0.73 -0.14
C 2.15 4.46 -0.33 -0.44
C 1.55 3.54 -1.42 0.73
O 2.36 2.95 -2.15 -0.74
O 0.30 3.42 -1.41 -0.79
H 1.65 4.30 0.62 0.22
H 3.23 4.34 -0.26 0.21
```

Results
* multiplicity: 1
* M: 432.9 g mol⁻¹
* LUMO: 4.18 eV
* charge: -2



Density functional theory data (ωB97M-V/def2-TZVPD) for one molecule with the formula C18H22ClN3O5 in a non-equilibrium geometry.

The geometry in XYZ format:
```
49
Properties=species:S:1:pos:R:3:nbo_charge:R:1
C 1.69 1.10 -5.41 -0.64
C 0.28 0.56 -5.16 -0.07
O 0.26 -0.53 -4.25 -0.55
C 0.27 -0.16 -2.90 0.39
C 0.61 -1.42 -2.09 -0.53
C 0.97 -1.02 -0.68 0.66
O 1.72 -0.10 -0.41 -0.64
N 0.44 -1.79 0.30 -0.44
N 0.62 -1.37 1.62 -0.45
C -0.31 -1.69 2.56 0.67
O -1.12 -2.58 2.40 -0.63
C -0.17 -0.88 3.79 -0.30
C 0.20 0.50 3.90 0.14
C 0.51 1.42 2.80 -0.06
C 1.69 2.16 2.83 -0.18
C 2.03 2.97 1.76 -0.21
C 1.19 3.06 0.66 -0.16
C 0.00 2.36 0.63 -0.22
C -0.34 1.55 1.70 -0.03
Cl -1.86 0.72 1.68 0.02
N 0.21 0.86 5.15 -0.12
O -0.15 -0.22 5.89 -0.26
C -0.39 -1.26 5.09 0.41
C -0.80 -2.56 5.67 -0.68
O -0.93 0.45 -2.51 -0.56
C -2.13 -0.25 -2.80 -0.08
C -2.86 -0.68 -1.53 -0.63
H 1.65 1.88 -6.16 0.21
H 2.33 0.29 -5.76 0.21
H 2.11 1.51 -4.50 0.21
H -0.14 0.16 -6.09 0.19
H -0.37 1.36 -4.79 0.18
H 1.03 0.60 -2.68 0.18
H -0.21 -2.13 -2.11 0.22
H 1.48 -1.88 -2.56 0.25
H -0.30 -2.46 0.19 0.43
H 1.20 -0.54 1.66 0.44
H 2.33 2.07 3.69 0.23
H 2.95 3.53 1.79 0.22
H 1.47 3.68 -0.18 0.22
H -0.65 2.41 -0.22 0.24
H 0.05 -3.04 6.16 0.24
H -1.58 -2.41 6.41 0.24
H -1.16 -3.20 4.87 0.26
H -2.77 0.44 -3.36 0.18
H -1.91 -1.11 -3.44 0.18
H -3.06 0.19 -0.90 0.22
H -3.81 -1.15 -1.79 0.21
H -2.27 -1.39 -0.95 0.20
```

Results
* structure (SMILES): CCOC(CC(=O)NNC(=O)c1c(-c2ccccc2Cl)noc1C)OCC
* multiplicity: 1
* M: 395.8 g mol⁻¹
* LUMO: 0.76 eV



Density functional theory data (ωB97M-V/def2-TZVPD) for one molecule with the formula C18H22ClN5O4S in a non-equilibrium geometry.

The geometry in XYZ format:
```
51
Properties=species:S:1:pos:R:3:nbo_charge:R:1
C 0.43 0.93 -3.27 -0.62
C -0.14 -0.47 -2.95 -0.21
C -1.16 -0.47 -1.79 -0.22
N -1.00 -1.81 -1.21 -0.43
C -1.18 -2.07 0.12 0.65
O -0.66 -3.06 0.64 -0.62
C -2.04 -1.15 0.99 0.13
C -1.83 -1.13 2.38 -0.22
C -2.59 -0.31 3.20 0.02
Cl -2.29 -0.31 4.91 0.03
C -3.60 0.50 2.62 -0.10
C -4.45 1.39 3.35 -0.23
C -5.40 2.13 2.65 0.02
N -5.57 2.07 1.31 -0.40
C -4.76 1.23 0.61 0.07
C -3.76 0.42 1.20 0.10
N -3.01 -0.38 0.41 -0.38
C -0.08 -2.63 -2.01 -0.22
C 0.86 -1.58 -2.61 -0.06
N 1.85 -1.17 -1.61 -0.62
C 3.03 -0.60 -1.84 0.67
O 3.44 -0.43 -2.99 -0.65
C 3.93 -0.17 -0.64 -0.12
C 4.33 1.30 -0.77 -0.62
N 3.30 -0.48 0.69 -0.90
S 1.99 0.43 1.40 2.23
C 2.86 1.67 2.46 -0.82
O 1.28 1.15 0.34 -0.94
O 1.29 -0.49 2.29 -0.93
H 0.92 1.37 -2.41 0.21
H 1.16 0.88 -4.08 0.23
H -0.36 1.62 -3.59 0.21
H -0.67 -0.79 -3.85 0.20
H -2.15 -0.28 -2.22 0.22
H -0.81 0.29 -1.08 0.22
H -1.05 -1.75 2.82 0.27
H -4.35 1.47 4.42 0.23
H -6.06 2.81 3.17 0.20
H -4.91 1.19 -0.45 0.21
H -0.63 -3.07 -2.84 0.20
H 0.45 -3.42 -1.48 0.25
H 1.32 -1.98 -3.52 0.23
H 1.56 -1.28 -0.64 0.40
H 4.82 -0.80 -0.71 0.23
H 4.90 1.45 -1.69 0.25
H 3.45 1.94 -0.82 0.23
H 4.95 1.59 0.07 0.21
H 3.35 -1.45 1.03 0.42
H 2.10 2.24 2.98 0.25
H 3.48 1.13 3.17 0.25
H 3.46 2.31 1.82 0.24
```

Results
* structure (SMILES): C[C@@H]1CN(C(=O)c2cc(Cl)c3ccncc3n2)C[C@@H]1NC(=O)[C@@H](C)NS(C)(=O)=O
* multiplicity: 1
* M: 439.9 g mol⁻¹
* LUMO: -0.62 eV



Density functional theory data (ωB97M-V/def2-TZVPD) for C18H22CoN2OSeSi as an isolated structure in a non-equilibrium geometry.

The geometry in XYZ format:
```
46
Properties=species:S:1:pos:R:3:nbo_charge:R:1
Co -0.10 -0.47 0.13 1.36
C -1.08 -2.16 1.97 -0.21
C -0.78 -3.43 1.50 -0.21
C -1.34 -3.88 0.32 -0.17
C -2.20 -3.07 -0.41 -0.14
C -2.49 -1.79 0.04 -0.20
C -1.93 -1.32 1.23 -0.42
H -0.70 -1.83 2.93 0.23
H -0.12 -4.07 2.07 0.24
H -1.12 -4.88 -0.04 0.23
H -2.64 -3.42 -1.33 0.23
H -3.18 -1.17 -0.52 0.24
H -2.31 -0.40 1.67 0.25
O 0.26 -1.44 -1.42 -0.83
C -0.09 -1.16 -2.65 0.36
C -0.30 -2.21 -3.57 -0.23
C -0.61 -1.96 -4.89 -0.18
C -0.72 -0.65 -5.35 -0.25
C -0.54 0.39 -4.47 -0.15
C -0.23 0.17 -3.13 -0.22
C -0.07 1.29 -2.22 0.41
N -0.26 1.30 -0.90 -0.63
C -0.07 2.60 -0.47 -0.09
C 0.24 3.38 -1.52 -0.07
N 0.24 2.55 -2.62 -0.50
H -0.21 -3.22 -3.19 0.22
H -0.77 -2.78 -5.57 0.23
H -0.95 -0.45 -6.39 0.23
H -0.67 1.41 -4.83 0.20
H -0.20 2.87 0.57 0.22
H 0.45 4.44 -1.58 0.24
H 0.46 2.82 -3.56 0.44
C 2.25 3.02 2.43 -1.12
Si 1.67 1.39 3.18 1.47
C -0.06 1.49 3.91 -1.13
C 2.93 0.66 4.35 -1.13
Se 1.75 -0.22 1.42 -0.22
H 2.87 3.53 3.17 0.26
H 1.43 3.69 2.18 0.25
H 2.85 2.87 1.54 0.26
H -0.06 2.25 4.70 0.26
H -0.35 0.54 4.37 0.25
H -0.82 1.76 3.18 0.24
H 3.16 1.35 5.17 0.26
H 3.86 0.45 3.81 0.26
H 2.58 -0.28 4.79 0.25
```

Results
* expectation value of S²: 6.017
* multiplicity: 5
* M: 448.4 g mol⁻¹
* LUMO (spin up / spin down): -2.34 / -5.75 eV
* charge: +1



Density functional theory data (ωB97M-V/def2-TZVPD) for C18H22CuN4O5S as an isolated structure.

The geometry in XYZ format:
```
51
Properties=species:S:1:pos:R:3:nbo_charge:R:1
Cu -0.81 0.78 0.25 1.39
O 2.58 1.22 5.11 -0.64
C 1.75 1.09 4.06 0.36
C 0.55 1.81 3.97 -0.30
C -0.22 1.64 2.84 0.13
N 0.17 0.80 1.90 -0.55
C 1.29 0.09 1.95 0.15
C 2.12 0.21 3.04 -0.27
C 1.51 -0.73 0.67 0.77
O 2.43 -1.51 0.59 -0.63
O 0.64 -0.46 -0.25 -0.83
C -1.52 2.36 2.47 0.75
O -2.09 3.05 3.29 -0.61
O -1.90 2.12 1.25 -0.84
H 2.22 1.86 5.74 0.49
H 0.23 2.49 4.74 0.24
H 3.05 -0.35 3.10 0.26
N -2.14 0.78 -1.29 -0.88
C -2.52 -0.58 -1.53 0.12
C -2.14 -1.21 -2.71 -0.25
C -2.46 -2.55 -2.90 -0.19
C -3.15 -3.25 -1.92 -0.22
C -3.53 -2.61 -0.75 -0.19
C -3.21 -1.28 -0.55 -0.20
H -2.87 1.34 -0.85 0.43
H -1.79 1.25 -2.11 0.41
H -1.59 -0.67 -3.47 0.21
H -2.15 -3.04 -3.81 0.22
H -3.39 -4.29 -2.07 0.21
H -4.05 -3.15 0.02 0.22
H -3.48 -0.77 0.37 0.22
C -0.63 -8.07 1.91 -0.61
C -1.22 -6.92 1.11 -0.22
N -0.89 -5.62 1.69 -0.62
C -0.40 -4.51 1.09 0.33
S -0.76 -3.00 1.73 -0.34
N 0.38 -4.59 0.00 -0.61
C 1.20 -5.73 -0.42 -0.22
C 0.81 -6.25 -1.80 -0.61
H -0.88 -9.02 1.44 0.21
H -1.02 -8.07 2.92 0.21
H 0.46 -7.98 1.96 0.21
H -2.31 -7.02 1.09 0.19
H -0.89 -6.95 0.07 0.20
H -1.40 -5.39 2.52 0.41
H 0.69 -3.69 -0.31 0.43
H 1.12 -6.51 0.33 0.20
H 2.24 -5.40 -0.44 0.21
H -0.23 -6.56 -1.83 0.20
H 1.43 -7.11 -2.06 0.21
H 0.96 -5.47 -2.55 0.22
```

Results
* expectation value of S²: 0.753
* multiplicity: 2
* M: 470.0 g mol⁻¹
* LUMO (spin up / spin down): 0.42 / -0.39 eV



Density functional theory data (ωB97M-V/def2-TZVPD) for C18H22F5FeN2SSi2 as an isolated structure in a non-equilibrium geometry.

The geometry in XYZ format:
```
51
Properties=species:S:1:pos:R:3:nbo_charge:R:1
Fe -0.20 -0.46 -0.27 1.44
F -3.46 -5.98 2.62 -0.30
C -2.79 -5.27 1.70 0.23
C -2.36 -3.99 1.99 0.31
F -2.62 -3.45 3.18 -0.30
C -1.68 -3.28 1.03 0.27
F -1.27 -2.02 1.32 -0.34
C -1.39 -3.77 -0.25 -0.26
S -0.55 -2.85 -1.43 -0.40
C -1.84 -5.08 -0.49 0.31
F -1.60 -5.65 -1.68 -0.30
C -2.52 -5.81 0.46 0.27
F -2.94 -7.05 0.19 -0.30
C 1.03 -0.96 -3.69 -1.13
Si 1.49 0.76 -3.08 1.81
C 0.68 1.95 -4.35 -1.12
C 3.38 0.88 -3.32 -1.12
N 0.95 0.98 -1.47 -1.29
C 1.16 2.15 -0.77 0.12
C 1.81 3.28 -1.30 -0.29
C 1.99 4.44 -0.57 -0.25
C 1.53 4.52 0.73 -0.27
C 0.89 3.43 1.29 -0.30
C 0.68 2.23 0.58 0.24
N 0.05 1.13 1.09 -1.32
Si -0.66 0.79 2.61 1.80
C -2.47 0.33 2.23 -1.11
C 0.24 -0.73 3.29 -1.12
C -0.70 2.09 4.00 -1.12
H 1.36 -1.10 -4.73 0.23
H -0.04 -1.13 -3.66 0.23
H 1.50 -1.74 -3.09 0.24
H 0.94 1.65 -5.37 0.22
H 0.99 2.99 -4.22 0.23
H -0.40 1.92 -4.26 0.23
H 3.65 0.58 -4.34 0.22
H 3.89 0.22 -2.62 0.23
H 3.76 1.89 -3.16 0.23
H 2.17 3.24 -2.31 0.19
H 2.50 5.29 -1.02 0.19
H 1.67 5.43 1.31 0.19
H 0.53 3.49 2.30 0.19
H -2.50 -0.25 1.30 0.21
H -3.09 1.22 2.07 0.23
H -2.93 -0.27 3.02 0.22
H 0.44 -1.43 2.47 0.22
H -0.34 -1.26 4.05 0.22
H 1.20 -0.47 3.74 0.23
H -1.23 2.99 3.69 0.23
H 0.31 2.39 4.29 0.23
H -1.19 1.71 4.90 0.23
```

Results
* expectation value of S²: 6.014
* multiplicity: 5
* M: 505.5 g mol⁻¹
* LUMO (spin up / spin down): 2.45 / 2.44 eV
* charge: -1



Density functional theory data (ωB97M-V/def2-TZVPD) for C18H22F6GaN4O9PS4 as an isolated structure.

The geometry in XYZ format:
```
65
Properties=species:S:1:pos:R:3:nbo_charge:R:1
Ga -0.25 -0.52 0.61 1.66
O 1.11 -0.53 4.24 -0.61
C 0.89 -0.43 3.05 0.79
O -0.23 -0.77 2.48 -0.85
C 2.01 0.06 2.07 0.25
C 3.34 -0.34 2.62 -0.18
C 4.33 -0.62 1.78 -0.21
C 4.12 -0.53 0.35 -0.06
C 5.19 -0.58 -0.54 -0.19
C 5.00 -0.46 -1.91 -0.28
C 3.70 -0.29 -2.38 -0.20
C 2.63 -0.25 -1.51 -0.28
C 2.80 -0.37 -0.12 0.17
N 1.73 -0.42 0.76 -0.82
H 3.43 -0.35 3.70 0.24
H 5.32 -0.88 2.15 0.20
H 6.19 -0.71 -0.14 0.20
H 5.84 -0.48 -2.59 0.20
H 3.53 -0.15 -3.44 0.20
H 1.64 -0.06 -1.91 0.22
C -5.67 -0.88 -3.00 -0.63
C -4.83 -1.63 -1.98 -0.07
O -3.44 -1.39 -2.23 -0.83
P -2.61 -0.47 -1.20 1.69
S -0.72 -0.52 -1.84 -0.58
S -2.81 -0.99 0.68 -0.49
O -3.24 0.99 -1.38 -0.84
C -2.97 1.74 -2.58 -0.07
C -3.92 2.92 -2.60 -0.62
H -6.72 -1.15 -2.88 0.21
H -5.35 -1.13 -4.01 0.21
H -5.56 0.19 -2.85 0.21
H -4.98 -2.71 -2.07 0.18
H -5.09 -1.34 -0.96 0.20
H -3.11 1.11 -3.46 0.17
H -1.93 2.07 -2.55 0.20
H -4.96 2.59 -2.65 0.20
H -3.70 3.55 -3.46 0.21
H -3.79 3.51 -1.69 0.23
F -0.32 4.14 0.33 -0.32
C -1.28 3.91 1.23 0.72
F -2.46 4.07 0.63 -0.32
F -1.18 4.81 2.20 -0.32
S -1.13 2.19 1.95 2.25
O -0.69 1.48 0.70 -1.03
O -2.45 1.86 2.40 -0.90
N -0.10 2.23 3.08 -1.16
S 1.47 2.77 2.79 1.75
O 2.06 1.56 1.92 -0.78
O 2.09 2.84 4.10 -0.94
C 3.07 3.99 1.58 0.88
F 2.94 3.82 0.27 -0.34
F 4.34 3.76 1.93 -0.34
F 2.77 5.27 1.88 -0.35
C -0.76 -5.03 1.50 -0.41
N 0.35 -4.80 0.59 -0.62
C 0.60 -3.53 0.17 0.82
N 1.72 -3.32 -0.55 -0.81
O -0.23 -2.64 0.44 -0.70
H -0.86 -6.10 1.66 0.19
H -1.68 -4.65 1.06 0.22
H -0.62 -4.53 2.46 0.21
H 1.09 -5.47 0.56 0.38
H 2.43 -4.02 -0.64 0.39
H 1.97 -2.37 -0.78 0.44
```

Results
* expectation value of S²: 0.759
* multiplicity: 2
* M: 781.3 g mol⁻¹
* LUMO (spin up / spin down): 2.23 / 2.23 eV
* charge: -1



Density functional theory data (ωB97M-V/def2-TZVPD) for one molecule with the formula C18H22FN3O2.

The geometry in XYZ format:
```
46
Properties=species:S:1:pos:R:3:nbo_charge:R:1
C 0.93 2.44 -4.61 -0.41
N -0.23 1.71 -4.15 -0.44
C -0.84 0.90 -5.18 -0.22
C -0.29 -0.53 -5.18 -0.24
N -0.64 -1.11 -3.91 -0.61
C -0.67 -0.36 -2.79 0.68
O -1.17 -0.76 -1.75 -0.64
C 0.04 0.98 -2.91 -0.15
C -0.27 1.87 -1.69 -0.48
C 0.78 1.65 -0.61 0.69
O 1.96 1.85 -0.87 -0.66
N 0.38 1.26 0.61 -0.43
C -0.97 0.86 0.96 -0.26
C -1.04 0.00 2.18 -0.17
C 0.01 -0.55 2.79 -0.02
C -0.11 -1.44 3.95 -0.06
C 0.78 -2.50 4.13 -0.18
C 0.67 -3.34 5.22 -0.28
C -0.34 -3.12 6.14 0.40
F -0.45 -3.94 7.20 -0.33
C -1.23 -2.08 5.99 -0.28
C -1.12 -1.24 4.90 -0.18
C 1.39 -0.24 2.26 -0.43
C 1.36 1.17 1.67 -0.22
H 0.63 3.15 -5.38 0.20
H 1.72 1.79 -5.01 0.16
H 1.35 3.00 -3.77 0.22
H -1.92 0.85 -4.98 0.20
H -0.69 1.38 -6.15 0.21
H 0.80 -0.51 -5.30 0.19
H -0.71 -1.13 -5.99 0.21
H -1.10 -2.01 -3.87 0.41
H 1.12 0.72 -2.87 0.23
H -1.29 1.70 -1.36 0.23
H -0.18 2.91 -2.00 0.24
H -1.60 1.74 1.12 0.19
H -1.39 0.27 0.14 0.27
H -2.04 -0.21 2.51 0.21
H 1.56 -2.67 3.40 0.22
H 1.35 -4.17 5.36 0.23
H -2.00 -1.93 6.73 0.23
H -1.80 -0.42 4.79 0.22
H 1.67 -0.95 1.48 0.22
H 2.13 -0.29 3.06 0.22
H 1.11 1.89 2.46 0.19
H 2.33 1.44 1.24 0.25
```

Results
* structure (SMILES): CN1CCNC(=O)[C@@H]1CC(=O)N1CC=C(c2ccc(F)cc2)CC1
* multiplicity: 1
* M: 331.4 g mol⁻¹
* LUMO: 0.75 eV



Density functional theory data (ωB97M-V/def2-TZVPD) for a 2-piece molecular cluster, C18H22N2O3 overall in a non-equilibrium geometry.

The geometry in XYZ format:
```
45
Properties=species:S:1:pos:R:3:nbo_charge:R:1
C 3.59 -3.26 -3.40 -0.41
N 3.17 -3.21 -2.00 -0.61
C 2.27 -2.35 -1.51 0.65
O 1.74 -1.51 -2.23 -0.63
C 1.95 -2.41 0.01 -0.12
C 1.67 -1.04 0.65 -0.42
C 0.28 -0.47 0.41 -0.03
C -0.84 -1.04 1.07 -0.17
C -2.12 -0.48 0.90 -0.23
C -2.29 0.66 0.09 -0.22
C -1.18 1.23 -0.56 -0.21
C 0.10 0.66 -0.41 -0.18
N 3.03 -3.07 0.77 -0.62
C 3.11 -4.34 1.15 0.66
C 1.98 -5.31 0.83 -0.72
O 4.10 -4.74 1.73 -0.63
H 2.72 -3.47 -4.03 0.21
H 4.33 -4.05 -3.54 0.21
H 4.01 -2.30 -3.69 0.21
H 3.60 -3.85 -1.35 0.40
H 1.04 -3.00 0.10 0.23
H 1.78 -1.13 1.73 0.23
H 2.42 -0.33 0.31 0.22
H -0.71 -1.89 1.71 0.19
H -2.97 -0.91 1.41 0.21
H -3.27 1.09 -0.04 0.21
H -1.31 2.10 -1.19 0.22
H 0.94 1.10 -0.92 0.22
H 3.81 -2.49 1.04 0.41
H 1.80 -5.34 -0.24 0.22
H 2.26 -6.30 1.18 0.25
H 1.08 -4.99 1.36 0.23
C -2.10 4.07 1.90 -0.64
C -2.99 4.85 0.97 -0.07
C -4.35 4.70 0.81 -0.20
C -4.81 5.65 -0.20 -0.15
C -3.72 6.37 -0.65 -0.31
C -2.55 5.90 0.06 0.49
O -1.41 6.33 -0.07 -0.47
H -1.64 4.75 2.62 0.23
H -1.32 3.57 1.34 0.24
H -2.68 3.32 2.45 0.22
H -4.98 4.00 1.35 0.22
H -5.83 5.78 -0.54 0.22
H -3.72 7.15 -1.39 0.23
```

Results
* structure (SMILES): CNC(=O)[C@H](Cc1ccccc1)NC(C)=O.CC1=CC=CC1=O
* multiplicity: 1
* M: 314.4 g mol⁻¹
* LUMO: -1.03 eV



Density functional theory data (ωB97M-V/def2-TZVPD) for one molecule with the formula C18H22N2O3S.

The geometry in XYZ format:
```
46
Properties=species:S:1:pos:R:3:nbo_charge:R:1
C -3.34 -2.36 0.81 -0.64
C -4.43 -1.52 0.15 -0.06
O -4.36 -0.15 0.51 -0.50
C -3.23 0.57 0.26 0.24
C -2.98 1.59 1.18 -0.24
C -1.87 2.41 1.06 -0.22
C -0.99 2.23 0.01 -0.04
C 0.30 3.00 -0.10 -0.24
N 1.42 2.14 0.25 -0.42
C 1.53 1.81 1.65 -0.42
C 2.11 1.53 -0.73 0.67
O 1.98 1.80 -1.91 -0.62
C 3.10 0.49 -0.30 -0.18
C 4.47 0.72 -0.34 -0.12
C 5.35 -0.30 -0.02 -0.28
C 4.82 -1.54 0.31 0.05
N 3.52 -1.79 0.33 -0.46
C 2.68 -0.81 0.03 0.08
S 0.97 -1.20 0.05 0.25
C 1.04 -2.94 0.53 -0.72
C -1.25 1.24 -0.93 -0.30
C -2.36 0.41 -0.83 0.31
O -2.64 -0.56 -1.75 -0.53
C -1.72 -0.79 -2.79 -0.26
H -2.36 -2.05 0.45 0.21
H -3.37 -2.23 1.89 0.21
H -3.48 -3.41 0.57 0.21
H -4.39 -1.64 -0.94 0.19
H -5.41 -1.84 0.51 0.18
H -3.67 1.71 1.99 0.22
H -1.70 3.18 1.80 0.21
H 0.47 3.32 -1.13 0.25
H 0.30 3.87 0.56 0.20
H 1.55 2.74 2.23 0.20
H 0.68 1.21 1.98 0.21
H 2.45 1.26 1.84 0.22
H 4.83 1.70 -0.61 0.23
H 6.41 -0.14 -0.04 0.22
H 5.45 -2.37 0.57 0.20
H 1.61 -3.49 -0.21 0.23
H 0.02 -3.30 0.57 0.23
H 1.52 -3.02 1.50 0.23
H -0.55 1.12 -1.74 0.24
H -0.73 -1.05 -2.40 0.19
H -1.63 0.07 -3.46 0.18
H -2.11 -1.64 -3.35 0.20
```

Results
* structure (SMILES): CCOc1ccc(CN(C)C(=O)c2cccnc2SC)cc1OC
* multiplicity: 1
* M: 346.5 g mol⁻¹
* LUMO: 0.61 eV